Molecular formula: C14H22F6HgN10O6SSb
Method: DFT, the ωB97M-V functional and the def2-TZVPD basis

Kohn-Sham gap: 8.5100 eV
HOMO: -0.249 Eh
total charge: -1
E_tot: -2937.159179 hartree
LUMO level: 1.73 eV

```
61
Properties=species:S:1:pos:R:3:forces:R:3
Hg 0.7023 -0.7686 -0.2123 0.1 0.6 0.4
N -0.2829 0.9277 1.0290 -0.4 0.0 0.0
C -0.7687 0.5653 2.3772 0.0 -0.1 -0.1
C -1.8597 1.4721 2.9506 0.3 0.2 0.0
C -3.1030 1.6579 2.0936 0.0 -0.1 0.1
C -3.9912 0.4036 2.0218 -0.1 0.2 0.1
N -3.7991 -0.3982 0.8266 0.2 -0.2 0.0
C -4.2758 -0.0244 -0.3546 0.0 -0.6 -0.3
N -4.8561 1.1790 -0.4607 -0.2 0.5 -0.4
N -4.2995 -0.8587 -1.3959 -0.2 0.4 0.3
C -1.1509 -0.9429 2.4572 0.3 0.2 0.1
O -1.9865 -1.2784 3.2985 0.1 -0.1 0.0
O -0.4916 -1.7166 1.6975 -0.1 -0.2 0.0
H 0.2447 1.7933 1.0320 0.1 -0.1 0.0
H -1.0478 1.1154 0.3678 0.0 0.1 -0.1
H 0.0923 0.6459 3.0496 0.1 0.0 0.0
H -1.4107 2.4539 3.1352 -0.1 0.0 0.0
H -2.1560 1.0554 3.9149 0.1 0.0 0.0
H -2.8103 1.9848 1.0916 0.0 0.0 0.0
H -3.6962 2.4662 2.5290 0.0 0.0 0.0
H -5.0423 0.6975 2.0583 0.0 -0.1 0.0
H -3.7846 -0.2497 2.8657 -0.1 0.1 0.0
H -3.2020 -1.2111 0.8690 -0.1 -0.1 0.0
H -4.4698 1.8761 0.1556 -0.1 0.0 0.0
H -4.8546 1.5154 -1.4204 0.1 0.0 -0.1
H -3.6381 -1.6324 -1.4123 -0.1 -0.2 0.0
H -4.3200 -0.3850 -2.2934 0.1 0.1 -0.1
N 1.9577 -1.9661 2.9659 0.1 0.1 -0.1
C 2.9699 -1.3866 2.3250 0.0 0.0 0.1
N 4.0996 -1.1335 3.0004 0.0 0.0 0.0
C 5.0810 -0.6290 2.2654 0.0 0.0 0.0
N 6.2426 -0.3322 2.8934 0.0 0.0 0.0
N 5.0477 -0.4085 0.9388 0.0 0.0 0.0
C 3.8763 -0.6566 0.3758 -0.1 0.0 0.0
N 2.7971 -1.0941 1.0173 0.3 0.0 -0.2
C 3.7728 -0.4492 -1.1088 -0.1 -0.1 0.1
C 4.8798 -0.0643 -1.8427 0.0 0.0 0.0
C 4.7318 0.1153 -3.2125 0.0 0.0 0.0
C 3.5026 -0.1227 -3.7942 0.0 0.0 0.0
C 2.4489 -0.5453 -2.9927 -0.2 0.0 0.0
N 2.5885 -0.6916 -1.6800 0.2 0.1 0.2
H 2.0586 -2.1311 3.9505 0.0 0.0 0.0
H 1.0428 -2.0439 2.5066 0.0 -0.1 0.0
H 6.2524 -0.3298 3.8965 0.0 0.0 0.0
H 6.9307 0.1861 2.3793 0.0 0.0 0.0
H 5.8185 0.0927 -1.3340 0.0 0.0 0.0
H 5.5732 0.4382 -3.8126 0.0 0.0 0.0
H 3.3283 0.0306 -4.8498 0.0 0.0 0.0
H 1.4723 -0.7597 -3.4112 0.0 0.1 0.0
F 0.1909 1.2271 -1.7352 0.1 -0.2 0.0
Sb -1.4389 1.1965 -2.9799 -0.3 1.8 0.3
F -2.0830 0.4559 -4.6251 0.2 -0.3 0.1
F -3.4524 1.4146 -3.0292 -0.2 -0.2 0.6
F 0.1582 1.1713 -4.0827 0.0 -0.3 0.0
F -2.0052 1.9591 -1.1761 0.0 -0.1 0.2
F -1.4327 3.0382 -3.4455 0.0 0.0 0.0
O -0.2220 -2.3134 -1.3855 -0.4 -0.3 -0.1
S -1.2254 -1.8369 -2.3914 0.1 -0.6 -0.4
O -0.5948 -1.6011 -3.6621 0.1 -0.1 0.0
O -1.7337 -0.4534 -1.8369 0.5 -0.5 -0.7
O -2.3760 -2.7200 -2.3981 -0.1 0.1 0.2
```
Positions in Å, forces in eV/Å.